{
  "formula": "C28H38BBeN5P2",
  "method": "ωB97M-V/def2-TZVPD",
  "species": ["P", "P", "N", "N", "N", "N", "N", "C", "C", "C", "C", "C", "C", "C", "C", "C", "C", "C", "C", "C", "C", "C", "C", "C", "C", "C", "C", "C", "C", "C", "C", "C", "C", "C", "C", "B", "Be", "H", "H", "H", "H", "H", "H", "H", "H", "H", "H", "H", "H", "H", "H", "H", "H", "H", "H", "H", "H", "H", "H", "H", "H", "H", "H", "H", "H", "H", "H", "H", "H", "H", "H", "H", "H", "H", "H"],
  "xyz": [[1.7762, 1.3490, 0.2380], [-1.5318, 1.9969, 0.8371], [-2.8465, 2.4545, -0.2248], [3.5396, 1.7912, 0.8297], [1.9072, 1.6912, -1.5252], [-2.1591, -5.2033, 0.3107], [-2.1415, 3.0984, 2.1860], [-3.3292, -3.0626, 1.9606], [-1.8408, -6.3349, 0.1458], [2.4682, 2.7874, -2.1988], [-2.1858, 2.6845, 3.5202], [2.2720, 2.6254, -3.5798], [-2.4527, 3.7879, 4.3250], [-4.8378, 2.2772, -1.2980], [-3.9125, 1.5908, -0.5165], [3.8554, 1.4600, 2.1586], [0.3087, -2.0883, 0.4127], [-2.3971, 4.4747, 2.1594], [-3.1158, 3.6824, -0.8380], [4.5525, 2.6333, 0.3722], [2.2325, -2.1265, -1.2100], [-4.3360, 3.6034, -1.4977], [5.0625, 2.0642, 2.5117], [1.5625, 1.3850, -3.7587], [1.8071, -2.0887, 0.2821], [0.3786, -4.5839, -2.0362], [-0.5877, -2.6410, -0.4093], [1.1187, 3.0357, 0.6320], [-0.3542, -3.2203, -1.7679], [2.6398, -3.5376, -1.5268], [-2.5807, 4.9256, 3.4694], [1.8764, -4.5764, -1.8867], [1.3100, 0.8643, -2.4953], [-0.3433, 3.2200, 0.1623], [5.5118, 2.8142, 1.3790], [-1.3726, -7.7991, -0.0752], [-2.3954, -3.6663, 0.7208], [3.0814, -1.4586, -1.3784], [0.7134, 0.0101, -2.2064], [-0.0716, -5.4267, -1.4936], [3.1977, 0.8133, 2.7080], [4.5481, 3.0040, -0.6399], [1.4414, -1.7336, -1.8461], [-4.8149, 4.4060, -2.0452], [-3.5919, -4.0094, 2.4532], [-0.1985, -7.7832, 0.2585], [-2.4093, 4.5052, -0.7919], [-2.7710, 5.9476, 3.7558], [-1.3650, -3.3891, -2.1737], [-2.0279, 1.6495, 3.7489], [1.2342, 3.1865, 1.7227], [-1.9800, -8.5288, 0.7004], [3.6847, -3.7121, -1.2476], [6.4150, 3.3977, 1.2995], [1.7587, 3.7848, 0.1273], [-0.0632, -1.6357, 1.3690], [-1.6953, -2.5435, -0.1619], [0.1307, -4.8720, -3.0806], [2.5948, 3.3088, -4.3504], [2.2537, -2.9961, 0.7687], [-3.8812, 0.5770, -0.1503], [-1.4457, -8.1911, -1.2701], [-0.6443, 4.2214, 0.4770], [-2.5404, 3.7821, 5.4038], [2.3491, -5.5481, -1.9943], [-5.7729, 1.8700, -1.6690], [0.0969, -2.5144, -2.4768], [5.5678, 1.9611, 3.4666], [-4.2062, -2.5557, 1.5490], [1.2974, 0.9130, -4.6932], [-0.3678, 3.1940, -0.9328], [2.9615, 3.5917, -1.6612], [2.2800, -1.1833, 0.7686], [-2.4305, 5.0283, 1.2391], [-2.7882, -2.4391, 2.6794]],
  "forces_ev_per_a": [[2.553, 2.578, -1.120], [-2.023, 2.734, 0.835], [-0.494, -0.546, -0.884], [-0.829, -0.546, 0.459], [-0.316, -0.336, -0.034], [0.917, -2.231, -0.561], [0.604, -0.564, 0.347], [0.395, 0.120, -0.274], [-0.908, 2.575, 0.057], [-0.422, -0.479, -1.131], [-0.120, 1.385, -0.263], [-0.083, -0.653, 1.821], [0.190, -0.604, -0.635], [0.720, -0.438, 0.676], [-0.115, 1.217, -0.570], [0.831, 0.652, -0.800], [-0.583, 0.124, 1.887], [0.184, -0.349, 1.316], [-0.614, -0.387, -0.386], [0.322, -0.087, 0.698], [0.216, 0.004, 0.230], [0.908, -0.434, 0.705], [-0.877, -0.274, -0.548], [0.027, 0.213, 1.266], [0.838, 0.465, -0.184], [-0.212, 0.245, -0.451], [0.177, 0.006, 0.079], [-0.155, -0.002, 0.340], [-0.972, -1.322, -1.575], [0.120, -0.444, -0.156], [0.275, -1.097, -1.190], [-0.022, 0.437, 0.606], [0.707, 0.787, -0.508], [1.101, 0.177, -0.062], [-1.560, -0.749, -0.555], [0.308, -0.904, -0.322], [0.435, -1.521, 0.446], [0.036, -0.115, 0.120], [0.230, 0.136, 0.016], [0.292, 0.377, 0.309], [-0.036, -0.118, 0.205], [0.074, -0.070, 0.147], [0.491, -0.168, 0.282], [0.150, -0.167, 0.079], [-0.323, 0.343, 0.047], [-0.107, 0.147, -0.029], [-0.305, -0.303, -0.039], [-0.082, -0.065, -0.007], [0.242, 0.035, -0.020], [0.030, -0.187, 0.187], [-0.155, -0.052, -0.403], [0.030, 0.359, -0.287], [-0.206, -0.216, -0.477], [-0.049, -0.040, -0.064], [-0.291, -0.410, 0.369], [0.161, -0.460, -0.911], [1.121, 0.868, -0.359], [0.149, 0.392, 0.328], [0.048, -0.067, 0.095], [-0.572, 0.795, -0.101], [-0.142, 0.026, 0.001], [-0.180, 0.662, 0.907], [-0.069, -0.174, -0.144], [-0.012, -0.059, -0.184], [0.018, 0.051, 0.029], [0.265, 0.099, 0.082], [-0.406, -0.059, 0.381], [-0.181, 0.027, -0.232], [-0.112, 0.007, 0.478], [-0.159, 0.155, 0.090], [-0.049, -0.169, 0.085], [-0.233, -0.302, -0.234], [-0.833, -1.120, -0.277], [-0.054, -0.008, 0.070], [-0.299, 0.097, -0.098]],
  "e_lumo_ha": -0.0054,
  "molar_mass_g_mol": 526.4,
  "gap_ha": 0.307,
  "e_above_lowest_kcal_mol": 0.0,
  "multiplicity": 1,
  "charge": 0,
  "total_energy_ev": -56755.234
}

{
  "formula": "C28H38Cl51F3NO6",
  "method": "ωB97M-V/def2-TZVPD",
  "species": ["Cl", "Cl", "Cl", "Cl", "Cl", "Cl", "Cl", "Cl", "Cl", "Cl", "Cl", "Cl", "Cl", "Cl", "Cl", "Cl", "Cl", "Cl", "Cl", "Cl", "Cl", "Cl", "Cl", "Cl", "Cl", "Cl", "Cl", "Cl", "Cl", "Cl", "Cl", "Cl", "Cl", "Cl", "Cl", "Cl", "Cl", "Cl", "Cl", "Cl", "Cl", "Cl", "Cl", "Cl", "Cl", "Cl", "Cl", "Cl", "Cl", "Cl", "Cl", "F", "F", "F", "O", "O", "O", "O", "O", "O", "N", "C", "C", "C", "C", "C", "C", "C", "C", "C", "C", "C", "C", "C", "C", "C", "C", "C", "C", "C", "C", "C", "C", "C", "C", "C", "C", "C", "C", "H", "H", "H", "H", "H", "H", "H", "H", "H", "H", "H", "H", "H", "H", "H", "H", "H", "H", "H", "H", "H", "H", "H", "H", "H", "H", "H", "H", "H", "H", "H", "H", "H", "H", "H", "H", "H", "H"],
  "xyz": [[9.0510, 6.4650, -4.3695], [10.7352, 3.2102, -5.3224], [-2.3582, 3.2203, -3.6076], [14.0741, 6.0609, -4.0464], [-2.4264, -11.1354, -3.1887], [3.7119, 7.6656, -0.5364], [-2.9298, -6.2707, -2.1297], [16.4811, 0.7961, -4.7439], [9.8164, 0.4899, -4.9052], [7.9024, 4.8826, -6.5200], [0.3377, 4.2467, -3.2982], [-7.5078, -2.2668, 6.1615], [6.4125, 8.7006, -0.2904], [-8.9136, -2.2219, 2.1190], [-8.0054, 6.9578, 3.8101], [-2.0659, -1.2124, -0.9218], [-7.3881, 10.6622, 2.9800], [-8.2231, 1.5765, 1.2023], [3.9174, 2.4263, -3.3857], [2.2368, -1.2013, -5.0475], [-5.7561, -9.3761, -1.2799], [-2.0441, -2.0309, -3.6443], [6.4033, 3.9443, -3.8541], [-8.1171, -10.0153, 0.2755], [-8.0370, 10.4407, 0.1609], [-9.8411, 9.3521, 2.1538], [-7.5233, -4.0167, 0.3048], [-5.6786, 1.7350, -0.1776], [1.3003, -3.9831, -5.1207], [-4.1299, -4.1380, -0.5857], [5.9478, 6.1850, -1.6549], [-0.5739, 3.3143, -5.8894], [-2.7370, -10.5269, -0.3697], [-8.9310, 4.3748, 2.8750], [5.5442, 1.9022, -5.7067], [-0.9760, -8.9111, -2.0116], [-6.8704, -7.4073, 0.5331], [-7.4090, 0.0710, 4.4492], [-5.7204, -5.5947, -2.5221], [12.4979, 6.6138, -1.6768], [-0.7759, 0.4801, -2.9397], [9.3705, 1.7950, -7.4579], [14.4502, -0.3233, -2.9976], [-9.7504, -4.9759, 1.9019], [-9.2982, 5.1273, 5.6524], [-6.0919, 3.1653, 2.3197], [-6.4928, 0.2459, 7.1960], [0.9782, -2.2360, -7.4106], [13.5455, 3.9449, -2.1315], [9.7147, 7.0624, -7.1293], [16.8557, 0.8443, -1.8661], [-3.2468, -4.0345, 3.2958], [-5.0347, -2.9746, 3.5050], [-3.8308, -2.7671, 1.8194], [3.8240, -1.2455, 5.4273], [-0.7133, -5.6082, 1.6946], [0.9506, -0.9238, 0.7869], [-0.4776, -2.2108, 2.0932], [-2.8855, -0.8161, 2.8296], [3.3947, -0.7410, 4.1531], [0.0852, -0.0673, 2.6354], [-8.3685, -3.8854, 1.8460], [-3.0570, -1.8212, 3.7576], [5.0120, 3.1468, -4.5818], [1.5713, -0.0775, 2.8802], [9.4886, 2.0217, -5.7119], [8.4621, 6.4859, -6.0376], [-2.0987, -0.6255, -2.5941], [1.9917, -1.0087, 1.7605], [-6.4871, 1.7110, 1.3922], [0.1911, -4.5474, 1.6514], [12.9139, 5.4081, -2.8939], [-2.2368, 0.2863, 3.3436], [-2.4619, -9.8604, -1.9748], [5.4258, 7.2456, -0.3486], [0.8482, -4.3727, 3.0036], [-0.8277, 0.0017, 3.8091], [-1.0457, 4.1034, -4.3891], [-8.6885, 10.6347, 1.7871], [1.0155, -2.3274, -5.6529], [15.6816, 0.9274, -3.1790], [-6.5967, -9.1289, 0.2501], [2.0533, -0.4270, 4.2435], [-0.5198, -3.2870, 1.1404], [-3.8498, -2.9174, 3.0863], [-0.2011, -1.0361, 1.5480], [-9.2362, 5.7094, 3.9882], [-4.1171, -4.9697, -2.1422], [-7.6479, -0.5121, 6.0974], [-3.2823, -9.1968, -2.2035], [-6.1332, 0.8482, 1.9385], [1.5347, -1.3185, 4.5708], [-3.0322, -0.1021, -2.7443], [5.5432, 6.7215, 0.5799], [15.1921, 1.8867, -3.1307], [-0.5206, 0.8446, 4.3933], [1.8324, -3.9646, 2.9194], [7.6261, 7.1661, -6.0908], [-0.7130, -0.8465, 4.4420], [1.8327, 0.9189, 2.5997], [-2.1355, -2.2951, 4.0253], [0.9540, -4.7947, 0.9464], [2.0467, -2.0440, 2.0413], [-0.0936, 0.8171, 2.1843], [-3.5547, -1.4805, 4.6447], [0.0554, -2.0197, -5.2735], [12.0139, 5.1463, -3.4310], [-9.2084, 11.5790, 1.8325], [-10.1951, 6.1424, 3.7455], [-0.1564, -3.0210, 0.1703], [-0.9922, -0.6310, 0.9329], [2.9577, -0.7949, 1.3641], [8.5412, 2.3968, -5.3540], [-8.6442, -0.2390, 6.4101], [-1.3975, 5.0964, -4.6223], [0.9741, -5.3560, 3.4087], [-3.8398, -4.2599, -2.9069], [3.3958, -2.1018, 5.5070], [4.4638, 3.8935, -5.1365], [-5.9697, -9.5076, 1.0432], [-7.6808, -4.1704, 2.6282], [-2.1601, 0.9922, 2.5371], [-1.5473, -3.5672, 1.0190], [1.8625, 0.3722, 4.9306], [0.2398, -3.8429, 3.7074], [-1.0099, -5.6666, 2.5934], [-2.7926, 0.7950, 4.1029]],
  "forces_ev_per_a": [[-0.065, 0.028, 0.049], [0.073, -0.017, 0.009], [-0.294, 0.337, -0.028], [-0.022, -0.024, -0.041], [-0.016, 0.022, 0.000], [0.108, -0.084, 0.060], [0.089, 0.063, -0.025], [-0.013, 0.023, -0.010], [-0.035, -0.004, 0.037], [-0.009, 0.221, -0.416], [0.004, 0.022, 0.002], [-0.020, -0.043, -0.007], [0.031, 0.020, 0.039], [0.191, -0.075, 0.039], [0.078, -0.076, 0.064], [-0.365, 0.223, -0.290], [-0.003, 0.028, 0.024], [-0.184, -0.155, -0.088], [0.128, 0.217, 0.022], [-0.028, -0.097, 0.215], [-0.236, 0.048, -0.132], [-0.109, -0.128, -0.303], [-0.187, -0.289, 0.363], [0.016, -0.014, 0.018], [-0.013, 0.027, -0.014], [-0.157, 0.116, -0.074], [0.034, 0.024, 0.036], [0.069, -0.050, -0.029], [0.043, 0.063, 0.108], [0.038, -0.029, -0.135], [-0.084, 0.028, 0.114], [0.009, -0.003, -0.022], [0.163, -0.073, 0.129], [-0.407, 0.208, 0.119], [0.083, -0.039, -0.152], [0.110, -0.005, -0.008], [0.036, -0.024, 0.023], [-0.041, 0.084, -0.005], [-0.004, 0.061, -0.048], [-0.057, -0.020, 0.001], [0.129, -0.395, 0.187], [-0.036, 0.004, 0.050], [-0.042, 0.015, 0.008], [0.054, -0.096, 0.020], [-0.044, -0.006, 0.025], [0.475, -0.331, -0.102], [-0.021, 0.014, 0.013], [-0.132, -0.061, -0.095], [-0.059, -0.036, 0.041], [-0.002, 0.013, -0.001], [-0.009, 0.026, 0.022], [1.373, -3.591, 1.229], [-4.261, -0.354, 1.362], [-0.485, 0.847, -3.813], [0.021, 1.042, -0.200], [-0.176, -0.448, -0.662], [0.412, 0.171, 0.252], [0.522, -0.985, 0.638], [-0.200, 0.498, -0.672], [1.193, -0.430, -0.098], [-0.577, 0.765, 1.463], [-0.341, 0.095, -0.175], [-0.131, -0.308, 0.085], [0.019, -0.176, -0.017], [0.026, -0.088, -1.517], [0.163, -0.105, -0.071], [0.227, -0.130, 0.010], [0.219, -0.012, -0.003], [0.384, -0.881, -0.258], [0.074, 0.284, 0.057], [0.074, 0.793, 0.536], [0.146, 0.083, 0.008], [0.597, 0.020, -0.315], [0.055, -0.118, -0.012], [-0.107, 0.306, -0.383], [-0.080, -0.512, -0.254], [-0.147, 0.328, 0.006], [0.129, -0.196, 0.003], [0.121, -0.172, -0.019], [0.246, 0.082, -0.267], [0.103, -0.163, -0.026], [-0.104, 0.080, -0.039], [-0.908, -0.664, 0.553], [-0.393, -1.017, 0.328], [2.528, 1.955, 0.830], [-0.228, 1.171, -1.433], [0.152, -0.044, 0.003], [-0.156, -0.230, 0.080], [0.223, -0.061, -0.036], [-0.051, 0.079, -0.018], [0.040, -0.066, 0.022], [-0.520, -0.381, 0.284], [-0.092, 0.003, -0.022], [0.006, -0.157, 0.279], [-0.054, 0.125, -0.021], [0.413, 0.624, 0.296], [0.584, 0.557, 0.106], [-0.084, 0.052, 0.026], [0.017, -0.820, 0.170], [0.720, 0.705, 0.043], [0.816, -0.095, 0.281], [0.489, -0.406, -0.619], [0.054, -0.442, 0.756], [0.068, 0.390, -0.353], [-0.450, 0.259, 0.608], [-0.083, 0.089, 0.043], [-0.084, -0.033, -0.024], [-0.045, 0.085, 0.013], [-0.081, 0.044, -0.004], [0.442, 0.621, -0.373], [-0.270, 0.113, 0.126], [0.437, 0.575, -0.621], [-0.075, 0.048, 0.040], [-0.086, 0.043, 0.018], [-0.038, 0.093, 0.003], [0.270, -0.711, 0.231], [0.037, 0.072, -0.037], [-0.161, -0.568, -0.233], [-0.117, 0.037, -0.017], [0.075, -0.034, 0.053], [0.042, 0.078, 0.112], [-0.133, 0.543, -0.580], [-0.683, -0.047, -0.091], [-0.027, 0.532, 0.648], [-0.321, 0.591, 0.360], [-0.561, -0.316, 0.625], [-0.472, 0.126, 0.880]],
  "e_lumo_ha": -0.1081,
  "molar_mass_g_mol": 2349.7,
  "gap_ha": 0.326,
  "multiplicity": 1,
  "charge": 1,
  "total_energy_ev": -690211.021
}